The following is a quantum chemistry calculation of a cluster of 4 separate species, C41H54Cl2N2O19PS in total, from OMol25.

Element x y z (Å)
C: 0.776 -4.872 1.686
C: -0.266 -4.002 2.527
O: 0.427 -2.819 3.033
C: -0.194 -1.702 2.339
C: 0.442 -0.275 2.664
P: 0.311 0.963 1.173
C: -1.588 0.808 0.966
C: -2.053 0.249 -0.459
C: -2.347 -1.327 -0.514
C: -1.463 -2.067 -1.661
O: -0.404 -2.889 -1.129
C: 0.902 -2.295 -1.283
C: 0.410 2.299 -0.230
C: 1.391 1.825 -1.433
C: 0.740 2.067 -2.875
C: 1.548 1.154 -3.946
S: 0.436 0.036 -4.941
C: 0.976 -1.706 -4.749
N: 2.244 -2.317 -4.964
N: 2.199 -3.647 -4.671
C: 0.882 -3.942 -4.238
O: 0.134 -2.762 -4.317
O: 2.034 1.317 1.316
C: 2.401 2.129 2.433
C: 3.579 3.187 2.288
C: 4.907 2.607 1.606
C: 6.058 2.200 2.639
C: 6.755 3.426 3.386
O: 8.000 3.870 2.749
C: 7.749 4.425 1.478
C: 8.731 3.950 0.294
O: 6.858 5.247 1.211
C: 1.030 2.664 3.147
Cl: 1.011 2.336 4.971
Cl: 0.780 4.500 3.044
O: -0.100 2.150 2.433
H: 1.272 -4.160 0.943
H: 0.308 -5.712 1.078
H: 1.560 -5.261 2.409
H: -0.768 -4.600 3.364
H: -1.122 -3.711 1.814
H: -0.166 -1.852 1.212
H: -1.288 -1.665 2.700
H: 1.509 -0.422 3.025
H: -0.174 0.180 3.515
H: 0.427 -0.065 0.172
H: -1.996 1.882 1.039
H: -2.103 0.244 1.823
H: -3.052 0.769 -0.698
H: -1.354 0.493 -1.321
H: -3.448 -1.467 -0.814
H: -2.221 -1.876 0.470
H: -1.144 -1.326 -2.460
H: -2.201 -2.790 -2.173
H: 0.942 -1.406 -1.990
H: 1.354 -1.996 -0.286
H: 1.604 -3.088 -1.741
H: 0.874 3.216 0.259
H: -0.611 2.610 -0.623
H: 1.725 0.744 -1.330
H: 2.341 2.467 -1.329
H: -0.372 1.828 -2.884
H: 0.846 3.171 -3.155
H: 2.399 0.603 -3.422
H: 2.001 1.886 -4.702
H: 0.454 -4.927 -3.886
H: 2.873 1.345 3.139
H: 3.279 4.160 1.766
H: 3.874 3.491 3.359
H: 5.266 3.297 0.767
H: 4.593 1.636 1.074
H: 5.573 1.553 3.450
H: 6.805 1.514 2.097
H: 6.042 4.302 3.598
H: 7.065 3.042 4.424
H: 8.367 2.982 -0.195
H: 9.755 3.798 0.795
H: 8.880 4.780 -0.481
C: -7.182 -0.535 -2.350
C: -8.321 -1.104 -2.749
C: -8.325 -2.259 -3.693
O: -9.385 -2.765 -4.020
C: -7.036 -2.739 -4.196
C: -5.896 -2.168 -3.800
C: -5.891 -1.031 -2.836
O: -4.831 -0.548 -2.484
O: -4.693 -2.599 -4.259
O: -9.527 -0.655 -2.311
H: -7.165 0.302 -1.665
H: -7.053 -3.566 -4.894
H: -4.028 -2.029 -3.825
H: -10.189 -1.230 -2.741
C: -2.387 -8.868 3.887
C: -2.552 -7.680 3.301
C: -3.314 -6.584 3.965
O: -3.428 -5.509 3.408
C: -3.906 -6.857 5.279
C: -3.744 -8.046 5.863
C: -2.959 -9.132 5.210
O: -2.818 -10.199 5.783
O: -4.288 -8.316 7.079
O: -2.031 -7.420 2.075
H: -1.835 -9.671 3.417
H: -4.472 -6.060 5.743
H: -4.027 -9.235 7.280
H: -2.286 -6.497 1.874
C: 1.331 6.598 -3.505
C: 1.191 7.797 -4.073
C: 0.452 8.899 -3.393
O: 0.361 9.988 -3.937
C: -0.145 8.622 -2.084
C: -0.008 7.421 -1.515
C: 0.754 6.328 -2.184
O: 0.872 5.254 -1.627
O: -0.556 7.147 -0.305
O: 1.717 8.065 -5.299
H: 1.866 5.791 -3.987
H: -0.693 9.424 -1.609
H: -0.315 6.218 -0.113
H: 1.480 8.994 -5.484

Summary:
- total charge = -1
- highest occupied orbital energy (eV) = -5.106
- electronic energy (eV) = -130436.4997
- spin multiplicity = 1
- orbital gap (eV) = 4.8917


The following is a quantum chemistry calculation of a structure of composition C41H54N10O6PbS2Si2Te, from OMol25.

Element x y z (Å)
Pb: 0.723 -0.003 0.294
C: 0.475 0.260 -4.435
C: 0.553 -1.118 -3.839
N: 1.647 -1.679 -3.499
N: 2.781 -0.960 -3.664
C: 3.998 -1.456 -3.286
N: 4.988 -0.530 -3.407
S: 4.304 -3.014 -2.820
C: -0.697 -1.916 -3.609
C: -1.910 -1.570 -4.197
C: -3.026 -2.367 -3.976
C: -2.911 -3.481 -3.170
C: -1.665 -3.736 -2.610
N: -0.594 -2.986 -2.812
H: 1.224 0.396 -5.219
H: -0.493 0.464 -4.879
H: 0.645 1.007 -3.652
H: 2.723 0.021 -3.903
H: 4.755 0.448 -3.318
H: 5.863 -0.803 -2.993
H: -1.995 -0.707 -4.840
H: -3.974 -2.106 -4.430
H: -3.759 -4.118 -2.957
H: -1.509 -4.585 -1.954
N: -4.021 5.779 -0.327
C: -2.843 5.252 0.190
C: -2.727 4.990 1.558
C: -1.553 4.479 2.078
C: -0.476 4.232 1.233
C: -0.571 4.501 -0.127
C: -1.747 5.018 -0.642
S: 0.955 3.409 1.844
O: 1.955 3.474 0.811
O: 1.274 3.903 3.153
N: 0.513 1.845 1.892
C: -0.060 1.250 2.964
N: -0.690 1.908 3.952
C: -1.077 1.187 4.991
C: -0.887 -0.186 5.089
C: -0.359 -0.793 3.965
N: 0.017 -0.105 2.896
H: -4.847 5.658 0.234
H: -4.177 5.641 -1.311
H: -3.569 5.193 2.211
H: -1.458 4.258 3.133
H: 0.272 4.290 -0.770
H: -1.828 5.226 -1.703
H: -1.584 1.732 5.781
H: -1.169 -0.749 5.965
H: -0.237 -1.869 3.912
O: 0.912 2.002 -1.730
C: 2.133 1.898 -1.522
O: 2.698 0.926 -0.927
C: 3.039 3.004 -2.013
C: 2.589 3.916 -2.959
C: 3.402 4.963 -3.377
C: 4.669 5.118 -2.837
C: 5.095 4.195 -1.898
C: 4.312 3.142 -1.478
N: 6.447 4.343 -1.321
O: 7.016 5.404 -1.482
O: 6.913 3.391 -0.726
H: 1.588 3.798 -3.352
H: 3.045 5.668 -4.115
H: 5.320 5.929 -3.127
H: 4.667 2.445 -0.734
C: -4.758 -4.322 1.429
Si: -2.984 -4.795 1.775
C: -2.864 -5.636 3.441
C: -2.349 -5.946 0.445
C: -1.949 -3.233 1.894
Te: -2.141 -1.809 0.297
C: -3.322 -0.416 1.411
Si: -4.235 0.761 0.262
C: -5.371 -0.218 -0.854
C: -5.248 1.934 1.300
C: -2.945 1.668 -0.732
H: -5.355 -5.193 1.146
H: -4.806 -3.601 0.608
H: -5.225 -3.869 2.307
H: -3.436 -6.567 3.460
H: -3.251 -4.989 4.232
H: -1.826 -5.880 3.685
H: -2.524 -6.985 0.733
H: -1.275 -5.826 0.276
H: -2.863 -5.778 -0.503
H: -0.881 -3.441 1.995
H: -2.259 -2.674 2.779
H: -2.637 0.141 2.055
H: -4.001 -0.996 2.040
H: -6.144 -0.725 -0.269
H: -4.817 -0.979 -1.409
H: -5.871 0.431 -1.578
H: -5.989 1.384 1.886
H: -5.785 2.652 0.674
H: -4.616 2.495 1.993
H: -2.345 0.977 -1.335
H: -2.258 2.218 -0.081
H: -3.401 2.387 -1.418
C: 2.831 -4.315 0.805
C: 3.792 -3.304 1.320
C: 5.080 -3.630 1.655
C: 5.953 -2.637 2.107
C: 5.589 -1.300 2.244
C: 4.308 -0.895 1.942
C: 3.884 0.514 2.118
C: 3.348 -1.909 1.464
N: 2.128 -1.624 1.203
H: 3.287 -5.303 0.770
H: 2.504 -4.030 -0.197
H: 1.940 -4.345 1.434
H: 5.428 -4.650 1.559
H: 6.965 -2.924 2.370
H: 6.312 -0.577 2.597
H: 4.690 1.121 2.527
H: 3.017 0.580 2.779
H: 3.570 0.934 1.159

Summary:
- total charge = 0
- highest occupied orbital energy (alpha / beta) (eV) = -7.540 / -7.510
- ΔE to the lowest compared entry with this formula, charge and spin (kcal per mole) = 59.8
- electronic energy (eV) = -120544.4329
- spin multiplicity = 1
- orbital gap (alpha / beta) (eV) = 5.1252 / 5.2243


Strongest force on any atom? In order: 5.2; 0.7 eV/A.